{
  "formula": "C5H10O",
  "method": "wB97M-V/def2-TZVPD",
  "total_energy_ev": -7393.0550,
  "lumo_ev": 0.88,
  "gap_ev": 9.6,
  "e_above_lowest_ev": 1.7103,
  "smiles": "CC=C=O.CC",
  "molar_mass_g_mol": 86.13,
  "elements": ["H", "H", "C", "H", "C", "H", "C", "H", "H", "C", "H", "C", "H", "O", "H", "H"],
  "coordinates": [[-3.4593, 0.7505, 0.6597], [1.1436, 1.3273, -0.6451], [-1.4932, 0.1518, 0.0394], [-2.7230, -0.5588, 1.6093], [1.3306, 0.2802, -0.9151], [3.4838, 0.1647, -0.6348], [-2.8474, -0.1535, 0.6023], [-3.3559, -0.9082, -0.0036], [2.6094, -1.3632, -0.3927], [-0.5153, 0.2516, 0.9166], [0.4914, -0.3482, -0.6108], [2.5675, -0.2802, -0.2451], [-1.3204, 0.3127, -1.0170], [0.2451, 0.2780, 1.8060], [1.3211, 0.1979, -2.0026], [2.5220, -0.1026, 0.8336]],
  "mulliken_charge": [0.261, 0.376, -0.252, 0.322, -0.815, 0.314, -1.181, 0.325, 0.270, 0.590, 0.131, -0.936, 0.361, -0.428, 0.410, 0.252]
}

=====

{
  "formula": "C5H10O",
  "method": "wB97M-V/def2-TZVPD",
  "total_energy_ev": -7392.0242,
  "lumo_ev": 0.84,
  "gap_ev": 10.2,
  "e_above_lowest_ev": 2.7411,
  "smiles": "C=CCC.C=O",
  "molar_mass_g_mol": 86.13,
  "elements": ["H", "C", "H", "H", "H", "C", "H", "C", "H", "C", "O", "H", "H", "C", "H", "H"],
  "coordinates": [[2.3054, -0.5235, 0.9764], [-1.9053, 1.8076, -0.0700], [-1.4304, -0.5975, -0.0839], [1.5679, 1.0746, 1.1563], [2.7410, 0.7800, -0.1366], [0.7870, -0.0866, -0.5416], [0.2559, -2.7707, -0.2098], [1.9083, 0.3347, 0.4229], [-2.6705, 1.5243, 0.6791], [-0.3864, -0.7925, 0.0910], [-2.0792, 1.6726, -1.2544], [-1.3347, -2.5276, 0.7382], [-0.9632, 2.2163, 0.3462], [-0.4546, -2.1084, 0.2568], [1.2126, -0.7920, -1.2673], [0.4462, 0.7889, -1.1035]],
  "mulliken_charge": [0.309, -0.157, 0.278, 0.281, 0.323, -0.379, 0.244, -1.028, 0.294, -0.118, -0.394, 0.275, 0.244, -0.783, 0.312, 0.299]
}

=====

{
  "formula": "C5H10O",
  "method": "wB97M-V/def2-TZVPD",
  "total_energy_ev": -7389.7379,
  "lumo_ev": [0.63, 0.63],
  "gap_ev": [7.8, 7.8],
  "e_above_lowest_ev": 5.0275,
  "molar_mass_g_mol": 86.13,
  "elements": ["C", "H", "H", "H", "H", "O", "H", "H", "H", "C", "C", "H", "H", "C", "H", "C"],
  "coordinates": [[0.6848, 0.3800, -0.8918], [-2.1239, -1.1028, -0.6305], [0.5342, 1.3670, -0.4506], [-2.2889, 1.5330, -0.5362], [1.5498, 0.0414, 1.5680], [-0.3523, -0.3183, -1.2287], [-2.7698, 0.6595, 0.9278], [-1.1911, 1.4502, 0.8567], [2.8330, 0.2094, -0.5316], [1.9142, -0.3801, -0.5546], [1.2270, -0.6452, 0.7859], [2.0358, -1.2764, -1.1650], [1.3190, -1.6853, 1.1108], [-1.9236, 0.8786, 0.2694], [-0.0863, -0.6866, 0.7075], [-1.3620, -0.4245, -0.2371]],
  "mulliken_charge": [-0.185, 0.258, 0.410, 0.296, 0.267, -0.295, 0.357, 0.260, 0.260, -0.394, -0.655, 0.282, 0.328, -1.018, 0.233, -0.404]
}

=====

{
  "formula": "C5H10O",
  "method": "wB97M-V/def2-TZVPD",
  "total_energy_ev": -7390.3830,
  "lumo_ev": 1.01,
  "gap_ev": 9.9,
  "e_above_lowest_ev": 4.3823,
  "smiles": "C=CCCCO",
  "molar_mass_g_mol": 86.13,
  "elements": ["C", "H", "C", "H", "H", "C", "C", "H", "H", "O", "H", "H", "H", "H", "H", "C"],
  "coordinates": [[-0.3813, 0.6732, -0.1843], [-0.8435, 0.7393, -1.2503], [0.7577, 1.6381, 0.1307], [1.0701, -0.9532, -0.3701], [-1.2459, 0.8470, 0.5077], [0.1079, -0.8144, 0.0602], [-0.9396, -1.6581, -0.5780], [1.8288, 2.6508, 1.6811], [-1.9856, -1.4416, -0.2158], [-0.8811, -1.6034, -2.0072], [-0.8679, -2.8112, -0.2155], [0.4700, -1.1068, 1.1347], [0.3624, 1.7701, 2.7121], [1.5135, 2.0926, -0.8598], [0.0470, -1.9690, -2.1642], [0.9875, 1.9466, 1.6187]],
  "mulliken_charge": [-0.462, 0.301, -0.182, 0.321, 0.287, -0.405, -0.642, 0.277, 0.316, -0.484, 0.247, 0.316, 0.221, 0.236, 0.341, -0.689]
}

=====

{
  "formula": "C5H10O",
  "method": "wB97M-V/def2-TZVPD",
  "total_energy_ev": -7392.7296,
  "lumo_ev": 0.84,
  "gap_ev": 10.2,
  "e_above_lowest_ev": 2.0358,
  "smiles": "C=CCC.C=O",
  "molar_mass_g_mol": 86.13,
  "elements": ["C", "H", "C", "O", "H", "H", "H", "C", "H", "H", "H", "H", "H", "C", "C", "H"],
  "coordinates": [[-1.6004, -0.0748, 0.1306], [0.1771, 0.5665, 2.1275], [0.0646, 1.3268, 1.3559], [2.4620, 0.2633, 0.4987], [-1.1204, -0.7515, -1.9094], [2.3378, -0.2689, -1.4504], [2.1191, -1.6195, -0.1659], [2.3121, -0.5484, -0.3773], [-0.8179, 1.9109, -0.4498], [-0.9429, -2.0248, -0.6752], [0.7521, 2.1652, 1.4009], [-2.6039, 0.1589, -0.2459], [-1.7337, -0.6034, 1.0823], [-0.8367, -0.9550, -0.8738], [-0.7945, 1.1754, 0.3549], [0.2256, -0.7206, -0.8030]],
  "mulliken_charge": [-0.472, 0.243, -0.739, -0.389, 0.309, 0.280, 0.259, -0.225, 0.298, 0.326, 0.281, 0.289, 0.283, -0.149, -0.091, -0.502]
}

=====

{
  "formula": "C5H10O",
  "method": "wB97M-V/def2-TZVPD",
  "total_energy_ev": -7391.9521,
  "lumo_ev": 0.97,
  "gap_ev": 8.9,
  "e_above_lowest_ev": 2.8133,
  "smiles": "COC=C(C)C",
  "molar_mass_g_mol": 86.13,
  "elements": ["H", "C", "O", "C", "H", "H", "C", "H", "H", "H", "C", "C", "H", "H", "H", "H"],
  "coordinates": [[0.4764, 1.9649, -0.8556], [1.1202, 1.5093, -0.0566], [-1.3008, 0.3171, 0.1213], [2.1381, -0.9927, -0.0843], [2.1288, 1.9987, -0.1436], [3.1670, -0.5887, -0.5130], [-0.2160, -0.5200, 0.1674], [0.6804, 1.8627, 0.9413], [-3.2056, 0.5513, -0.7653], [-3.0210, -0.2812, 0.9189], [1.0237, -0.0054, 0.0437], [-2.5827, -0.2762, -0.1138], [-0.3149, -1.6436, 0.2397], [-2.6121, -1.3760, -0.7354], [1.7255, -1.8603, -0.7617], [2.4818, -1.4535, 0.9658]],
  "mulliken_charge": [0.249, -1.072, -0.280, -1.168, 0.327, 0.284, -0.347, 0.250, 0.195, 0.270, 0.855, -0.644, 0.295, 0.276, 0.291, 0.220]
}

=====

{
  "formula": "C5H10O",
  "method": "wB97M-V/def2-TZVPD",
  "total_energy_ev": -7394.0873,
  "lumo_ev": 1.14,
  "gap_ev": 10.7,
  "e_above_lowest_ev": 0.6780,
  "smiles": "C[C@H]1CCOC1",
  "molar_mass_g_mol": 86.13,
  "elements": ["C", "H", "O", "H", "C", "H", "H", "C", "H", "C", "H", "H", "C", "H", "H", "H"],
  "coordinates": [[0.8954, 0.0931, -0.7011], [-0.8510, -0.2690, 2.1196], [1.0341, 0.4771, 1.6003], [-1.6795, 1.0070, -1.2304], [-0.3599, 0.2996, 1.3074], [-1.8080, -0.6252, -1.8880], [1.0531, -0.5405, -1.5732], [-0.4242, -0.3824, -0.1183], [2.7764, 0.4896, 0.4102], [1.8257, -0.0618, 0.4914], [-0.3297, -1.4856, -0.0721], [0.8671, 1.1506, -0.9974], [-1.6669, -0.0532, -0.9538], [-0.8607, 1.2874, 1.2600], [-2.5388, -0.2640, -0.3335], [2.0668, -1.1227, 0.6789]],
  "mulliken_charge": [-0.712, 0.277, -0.395, 0.337, -0.531, 0.373, 0.385, 0.432, 0.304, -0.438, 0.236, 0.319, -1.500, 0.298, 0.365, 0.252]
}

=====

{
  "formula": "C5H10O",
  "method": "wB97M-V/def2-TZVPD",
  "total_energy_ev": -7391.9399,
  "lumo_ev": 1.08,
  "gap_ev": 9.4,
  "e_above_lowest_ev": 2.8254,
  "molar_mass_g_mol": 86.13,
  "elements": ["H", "H", "H", "H", "C", "H", "C", "C", "H", "H", "C", "H", "H", "O", "H", "C"],
  "coordinates": [[1.2183, -1.3043, 2.0989], [-2.1952, 0.5060, 0.6751], [-0.6133, 2.2817, -0.2436], [0.7952, -2.4638, 0.8234], [2.1718, -0.8955, 0.1803], [-2.2687, 2.5184, -0.8050], [-1.4096, 1.8435, -0.8519], [-1.7754, 0.4450, -0.3396], [2.1195, 0.1952, 0.1243], [2.1329, -1.2902, -0.8355], [-0.5349, -0.4185, -0.4175], [3.1326, -1.1671, 0.6310], [-2.5412, 0.0217, -1.0008], [-0.1958, -0.6694, 0.8185], [-1.0570, 1.8122, -1.8863], [1.0208, -1.4147, 1.0287]],
  "mulliken_charge": [0.270, 0.254, 0.314, 0.247, -0.990, 0.330, -1.139, -0.035, 0.274, 0.314, -0.425, 0.362, 0.226, -0.151, 0.307, -0.158]
}

=====

{
  "formula": "C5H10O",
  "method": "wB97M-V/def2-TZVPD",
  "total_energy_ev": -7393.7561,
  "lumo_ev": 1.02,
  "gap_ev": 10.3,
  "e_above_lowest_ev": 1.0092,
  "smiles": "C[C@H]1C[C@]1(C)O",
  "molar_mass_g_mol": 86.13,
  "elements": ["H", "H", "H", "H", "C", "H", "H", "H", "C", "C", "C", "H", "O", "H", "C", "H"],
  "coordinates": [[-1.4440, 1.5743, 0.7876], [-1.1569, -0.0161, 1.4892], [-1.0568, 1.8602, -1.4683], [2.5222, -0.6382, 1.0019], [-1.4582, 0.4955, 0.5715], [0.1259, -1.2845, -2.0191], [0.9099, -1.0810, 1.5459], [-0.1298, -1.9796, -0.3426], [1.4846, -0.2904, 1.0487], [0.9458, -0.0312, -0.3441], [-0.5227, 0.2240, -0.5808], [1.6108, 0.4995, -1.0227], [-0.8588, 0.9543, -1.7368], [1.4534, 0.5967, 1.6917], [0.0626, -1.0994, -0.9509], [-2.4880, 0.2159, 0.3288]],
  "mulliken_charge": [0.389, 0.316, 0.346, 0.381, -1.423, 0.275, 0.296, 0.244, -1.427, 0.028, 1.092, 0.402, -0.575, 0.296, -0.962, 0.323]
}

=====

{
  "formula": "C5H10O",
  "method": "wB97M-V/def2-TZVPD",
  "total_energy_ev": -7392.5944,
  "lumo_ev": 1.14,
  "gap_ev": 10.9,
  "e_above_lowest_ev": 2.1709,
  "smiles": "CC[C@H]1O[C@H]1C",
  "molar_mass_g_mol": 86.13,
  "elements": ["C", "O", "H", "H", "H", "H", "H", "H", "C", "H", "C", "H", "C", "H", "H", "C"],
  "coordinates": [[0.8178, 0.8638, -0.2639], [-0.5261, -0.0087, 1.5513], [-2.0613, 0.3031, -0.8101], [2.9602, 0.4728, 0.0291], [0.9047, -1.2280, 0.4299], [0.2149, 1.3013, -1.0569], [-3.3208, -0.5936, 0.0921], [2.3525, -0.0464, -1.5245], [-2.2978, -0.6145, -0.2852], [2.6330, 1.6521, -1.2175], [0.1983, -0.4039, 0.4029], [0.8342, 1.6241, 0.5259], [-1.2240, -0.8955, 0.7155], [-2.2380, -1.4362, -1.0115], [-1.4852, -1.7666, 1.3433], [2.2579, 0.7250, -0.7668]],
  "mulliken_charge": [-0.311, -0.438, 0.307, 0.334, 0.381, 0.343, 0.332, 0.342, -1.106, 0.363, -0.188, 0.229, 0.087, 0.274, 0.345, -1.294]
}

=====

{
  "formula": "C5H10O",
  "method": "wB97M-V/def2-TZVPD",
  "total_energy_ev": -7390.7341,
  "lumo_ev": 0.68,
  "gap_ev": 8.9,
  "e_above_lowest_ev": 4.0312,
  "molar_mass_g_mol": 86.13,
  "elements": ["H", "C", "H", "C", "H", "H", "O", "C", "H", "H", "H", "H", "H", "C", "C", "H"],
  "coordinates": [[1.7036, 1.4184, 0.3023], [1.7904, -0.8865, 0.4233], [2.3919, -1.6208, 0.9982], [1.8630, 0.4167, 0.7200], [-1.8339, -1.4569, -0.2680], [-2.0200, -0.3580, -1.6540], [0.8706, -1.3218, -0.4058], [-1.0666, 1.0608, 0.4818], [-0.7810, -1.6150, -1.7012], [-1.7749, 1.6618, -0.1385], [-1.6615, 0.5711, 1.2476], [-0.4091, 1.7747, 0.9565], [0.2288, 0.5980, -1.1926], [-1.3005, -0.9070, -1.0524], [-0.3412, 0.0506, -0.4621], [2.4995, 0.4747, 1.5400]],
  "mulliken_charge": [0.362, 0.135, 0.329, -0.985, 0.316, 0.402, -0.474, -1.047, 0.361, 0.339, 0.319, 0.371, 0.360, -1.339, 0.315, 0.234]
}

=====

{
  "formula": "C5H10O",
  "method": "wB97M-V/def2-TZVPD",
  "total_energy_ev": -7390.5110,
  "lumo_ev": 1.09,
  "gap_ev": 10.6,
  "e_above_lowest_ev": 4.2543,
  "smiles": "C1=CC1.[H][H].CC=O",
  "molar_mass_g_mol": 86.13,
  "elements": ["H", "C", "O", "C", "H", "H", "H", "H", "C", "H", "C", "H", "H", "H", "C", "H"],
  "coordinates": [[-0.4102, -1.9811, 2.2042], [-0.3569, -1.3043, 1.3465], [1.3788, -0.1529, -1.1620], [1.1911, 1.9440, -0.0155], [-0.5036, -2.2607, -2.3222], [-1.5207, 0.8514, 1.6785], [0.6356, -1.2474, 0.8905], [0.0208, -1.8002, -2.0580], [-1.5728, -1.1040, 0.4888], [-2.2153, -1.5496, -0.2546], [-1.2833, -0.1224, 1.2779], [0.3013, 2.2872, 0.5235], [1.6192, 2.8181, -0.5214], [1.9218, 1.5284, 0.6815], [0.8156, 0.9103, -1.0406], [-0.0215, 1.1832, -1.7171]],
  "mulliken_charge": [0.211, -0.409, -0.440, -0.923, 0.156, 0.391, 0.152, -0.173, -0.264, 0.359, -0.436, 0.234, 0.362, 0.266, 0.177, 0.335]
}

=====

{
  "formula": "C5H10O",
  "method": "wB97M-V/def2-TZVPD",
  "total_energy_ev": -7388.9973,
  "lumo_ev": -0.03,
  "gap_ev": 7.6,
  "e_above_lowest_ev": 5.7680,
  "molar_mass_g_mol": 86.13,
  "elements": ["C", "H", "H", "H", "H", "H", "H", "C", "H", "C", "H", "H", "C", "H", "O", "C"],
  "coordinates": [[1.1707, 0.2297, -1.3203], [0.2287, -1.4959, 0.2513], [2.1071, 0.5798, -1.7539], [2.0844, -0.1269, 0.6925], [-1.4569, 0.5441, -1.0464], [-1.5784, 1.8078, 0.1685], [0.9291, 2.1194, -0.1441], [1.1481, -0.1411, 0.1330], [0.5420, -0.3164, -2.0272], [-0.9854, 0.9260, -0.1315], [-0.4716, -2.5899, 1.1982], [-2.0319, -0.5730, 1.1265], [0.5029, 1.1348, -0.3275], [-0.4968, 0.0995, 1.8514], [-0.6246, -2.0950, 0.3768], [-1.0673, -0.1028, 0.9527]],
  "mulliken_charge": [-0.687, 0.437, 0.270, 0.266, 0.259, 0.344, 0.406, -0.569, 0.203, -0.388, 0.338, 0.306, -0.247, 0.420, -0.733, -0.627]
}

=====

{
  "formula": "C5H10O",
  "method": "wB97M-V/def2-TZVPD",
  "total_energy_ev": -7383.3016,
  "lumo_ev": [-5.49, -9.13],
  "gap_ev": [6.9, 3.3],
  "s_squared": 0.755,
  "e_above_lowest_ev": 1.4626,
  "spin_multiplicity": 2,
  "molar_mass_g_mol": 86.13,
  "total_charge": 1,
  "elements": ["C", "H", "C", "C", "C", "H", "H", "H", "H", "H", "O", "H", "H", "H", "H", "C"],
  "coordinates": [[2.5249, -0.2542, 0.1873], [3.1276, -0.7635, 0.9338], [-3.1016, -0.7301, -0.5609], [1.9457, -0.8295, -0.9410], [-2.2721, -0.3715, 0.4052], [1.2132, -0.2702, -1.5020], [-2.1135, 1.6782, -0.0497], [-1.1487, 1.1805, 1.4178], [-2.0438, -1.0788, 1.1828], [-0.5559, 0.7420, -0.1268], [2.2372, 0.9904, 0.4760], [2.2709, -1.7838, -1.3329], [-3.5526, -0.0546, -1.2738], [-3.5275, -1.7247, -0.4983], [3.1115, 1.3849, 0.6947], [-1.4888, 0.9217, 0.4183]],
  "lowdin_spin": [0.254, 0.006, 0.000, 0.480, 0.000, 0.018, 0.000, 0.000, 0.000, 0.000, 0.214, 0.021, 0.000, 0.000, 0.004, 0.001]
}

=====

{
  "formula": "C5H10O",
  "method": "wB97M-V/def2-TZVPD",
  "total_energy_ev": -7383.4391,
  "lumo_ev": [-5.92, -9.16],
  "gap_ev": [6.9, 3.6],
  "s_squared": 0.753,
  "e_above_lowest_ev": 1.3251,
  "spin_multiplicity": 2,
  "molar_mass_g_mol": 86.13,
  "total_charge": 1,
  "elements": ["O", "H", "H", "H", "C", "C", "H", "H", "H", "C", "C", "H", "C", "H", "H", "H"],
  "coordinates": [[1.6855, -2.6186, -0.7035], [-1.1424, 2.1320, 0.0772], [-3.0585, -0.0812, -0.9168], [3.1630, 0.1799, -0.0251], [-1.7343, 0.5981, 1.5596], [2.5721, -1.8162, -0.6201], [1.3767, -0.0415, 0.1607], [-2.5449, -0.1328, 1.5313], [3.6361, -1.9192, -0.9009], [-2.1671, 0.5349, -0.9014], [2.2712, -0.3443, -0.3784], [-0.8463, 0.0005, 1.7980], [-1.7241, 1.2223, 0.2288], [-1.8520, 1.3516, 2.3419], [-1.7797, 0.9180, -1.8435], [2.1449, 0.0167, -1.4078]],
  "lowdin_spin": [0.003, 0.018, 0.020, 0.000, 0.081, 0.001, 0.000, 0.006, 0.000, 0.471, 0.001, 0.026, 0.329, 0.017, 0.027, 0.000]
}